DFT (the ωB97M-V functional and the def2-TZVPD basis) results for the ion C10H20P with charge +1.

Results
- 2S+1: 1
- LUMO energy: -3.54 eV
- ΔE to the lowest compared entry with this formula, charge and spin: 75.79 kcal/mol
- Max |F|: 4.5 eV/Å
- Charge: +1

Last column: Löwdin charge in e.
CARTESIAN COORDINATES (ANGSTROEM)
1 C 1.675 1.918 0.706  -0.19
2 H 1.730 -3.482 -1.373  0.07
3 H -1.642 2.819 -1.100  0.04
4 C -3.193 -0.702 1.343  -0.11
5 C 1.034 0.640 0.354  -0.33
6 C 1.198 -0.649 0.170  -0.24
7 C -2.161 1.916 -1.144  -0.10
8 H -2.999 2.007 -1.866  0.09
9 H 3.953 2.679 0.100  0.10
10 H 2.756 -1.346 -1.071  0.16
11 H -3.713 -0.248 0.526  0.06
12 H 3.873 1.056 0.910  0.08
13 C 1.997 -1.772 -0.309  -0.23
14 H 3.124 1.243 -0.795  0.10
15 P -0.532 -0.117 0.096  1.14
16 H 2.479 -2.153 0.614  0.14
17 H 0.284 -3.002 -0.605  0.07
18 H 1.372 2.195 1.774  0.14
19 H -3.997 -0.705 2.093  0.10
20 C 3.239 1.758 0.280  -0.09
21 H -1.395 -0.249 2.573  0.05
22 C -1.225 0.665 -1.402  -0.35
23 H -2.683 1.568 -0.146  0.07
24 C -1.878 0.048 1.694  -0.19
25 H -1.918 1.110 1.776  0.05
26 H 1.250 2.819 0.048  0.15
27 H -2.904 -1.580 0.962  0.02
28 H -1.788 -0.101 -2.000  0.09
29 H 0.777 -2.076 -2.017  0.09
30 H -0.349 0.915 -2.090  0.11
31 C 1.121 -2.651 -1.168  -0.10